ORCA calculation (ωB97M-V/def2-TZVPD) on a cluster of 8 separate species, C5H30N3O7 in total.

Results
* Kohn-Sham gap: 9.16 eV
* molecular weight: 244.3 g/mol
* E: -24469.329 eV
* energy above the lowest of the compared OMol25 structures with the same formula, charge and spin: 22.0 kJ/mol
* highest occupied orbital energy: -11.688 eV

ORCA input file:
```
! wB97M-V def2-TZVPD RIJCOSX def2/J DEFGRID3
* xyz 1 1
O 0.528 -3.298 1.729
O 1.098 2.666 0.009
O -1.314 3.696 -0.532
O -1.170 -3.035 -1.770
O 0.220 1.407 2.478
O 2.052 0.219 -3.396
O -2.161 1.992 1.365
N -2.875 -0.875 -0.289
N 1.768 -0.776 2.060
N 0.627 -1.261 -0.324
C -1.612 -0.873 0.508
C 2.543 -0.235 0.902
C -0.793 0.331 -1.650
C -0.425 -0.212 -0.264
C 1.996 -0.728 -0.462
H -3.603 -1.326 0.150
H 0.651 2.057 1.955
H -1.905 2.601 0.676
H 1.452 -0.390 -3.771
H 2.325 -0.836 2.929
H -1.371 -1.949 0.758
H -1.532 1.204 -1.606
H -1.243 -0.453 -2.336
H 1.375 -1.778 1.873
H 3.611 -0.525 0.968
H -2.713 2.517 1.920
H -1.730 3.612 -1.414
H 0.241 3.030 -0.237
H 2.090 0.104 -1.234
H 2.726 0.359 -4.122
H 0.898 -0.085 2.268
H 0.407 -1.996 -1.022
H -1.815 -2.437 -1.439
H -1.563 -3.618 -2.392
H 0.079 -3.147 0.840
H 1.542 2.323 -0.801
H -0.690 1.508 2.201
H 0.806 -4.279 1.697
H 2.654 -1.533 -0.861
H -1.716 -0.381 1.446
H 0.083 0.718 -2.194
H -3.145 0.037 -0.562
H -0.093 0.635 0.314
H -1.244 4.658 -0.351
H 2.501 0.883 0.953
*
```

The natural (NBO) scheme yields these atomic charges, measured in e: -0.9735 -0.9970 -0.9723 -0.9832 -0.9618 -0.9549 -0.9691 -0.8645 -0.7739 -0.7022 -0.2203 -0.2505 -0.6469 -0.0946 -0.2481 0.3702 0.4995 0.4956 0.4758 0.4230 0.1847 0.1848 0.2315 0.4848 0.2228 0.4862 0.5129 0.4945 0.2154 0.4889 0.4805 0.4167 0.4960 0.4883 0.5094 0.4897 0.5065 0.5021 0.2148 0.1873 0.2275 0.3653 0.2206 0.5143 0.2232